[1]
The molecule C5H8P2 at a distorted geometry. Source: OMol25; level of theory: ωB97M-V with the def2-TZVPD basis set.

Geometry as XYZ:
```
15
Properties=species:S:1:pos:R:3:mulliken_charge:R:1
C 1.071 0.733 -1.069 -0.44
H -4.258 -1.440 0.744 0.36
C 2.176 0.496 -2.116 -1.23
C -1.931 -1.632 0.951 -0.17
H 3.006 -0.077 -1.630 0.31
C -3.355 -1.730 1.187 -0.39
H 1.640 1.318 -0.410 0.38
H 2.648 1.362 -2.519 0.37
H 0.190 1.471 -1.455 0.30
P 0.248 -0.850 -0.399 -0.05
C -2.628 -2.015 2.262 -0.37
H -2.159 -2.328 3.146 0.46
P -1.061 -0.006 0.827 -0.05
H 1.917 -0.117 -2.991 0.33
H -1.320 -2.329 0.336 0.20
```

Summary:
LUMO energy   -0.017 Ha
Energy above the lowest of the compared OMol25 structures with the same formula, charge and spin   292.2 kJ/mol
HOMO level   -8.547 eV
Electronic energy   -23887.5435 eV

***

[2]
A structure of composition C13H7Cl5NO3RuS. Source: OMol25; level of theory: ωB97M-V with the def2-TZVPD basis set.

Geometry as XYZ:
```
31
Properties=species:S:1:pos:R:3:mulliken_charge:R:1
C -2.232 3.014 1.206 -0.37
C 3.868 -0.568 -1.045 -0.28
Cl 1.355 0.219 -0.839 0.81
H 4.759 -0.697 -1.651 0.37
O -2.083 -1.008 -0.896 -0.43
O -2.423 -3.080 0.030 -0.36
C -1.785 1.714 1.165 1.32
Cl -2.039 5.573 0.393 -0.14
C 3.140 -1.499 1.252 -0.53
C -3.348 -3.484 -1.034 -0.66
C -0.467 3.526 -0.368 -0.11
H 3.539 -1.779 2.220 0.38
H -3.569 -4.524 -0.831 0.25
C -1.933 -1.902 -0.069 0.77
C 2.879 0.054 -1.670 -0.58
Cl -2.548 0.440 2.100 -0.12
C 1.693 -1.621 1.117 1.08
H 5.047 -1.040 0.661 0.38
Cl 0.388 4.647 -1.342 -0.14
O 1.022 1.926 -1.195 -0.58
C -0.052 2.188 -0.382 0.98
Ru -0.719 -0.782 0.912 -0.43
Cl -3.564 3.462 2.179 -0.17
S 0.595 -1.504 2.536 -0.24
N 0.995 -1.576 0.050 -0.82
H 2.845 0.397 -2.693 0.45
H -2.862 -3.362 -1.998 0.32
H -4.243 -2.871 -0.972 0.33
C -1.546 3.939 0.410 0.81
C 4.012 -1.042 0.340 -0.27
C -0.724 1.242 0.413 -1.01
```

Summary:
LUMO energy   -0.185 Ha
Total charge   +1
Energy above the lowest of the compared OMol25 structures with the same formula, charge and spin   429.1 kJ/mol
HOMO level   -11.961 eV
Electronic energy   -97242.7325 eV

***

[3]
A cluster of 2 separate species, C4H6OS2 in total at a distorted geometry. Source: OMol25; level of theory: ωB97M-V with the def2-TZVPD basis set.

Geometry as XYZ:
```
13
Properties=species:S:1:pos:R:3:mulliken_charge:R:1
H -0.295 -0.608 -1.445 0.37
C 0.861 -1.176 0.312 0.64
H 0.188 -2.195 -1.651 0.29
S 2.941 0.180 -1.308 -0.14
S 3.527 -0.003 0.795 -0.10
C -0.136 -1.415 -0.811 -1.18
H -0.544 2.085 0.461 0.28
H -0.212 1.154 2.097 0.30
C 0.077 1.517 1.139 -0.77
H -1.011 -1.826 -0.356 0.34
O 0.709 -1.715 1.407 -0.61
H 1.095 1.982 1.359 0.23
C 2.065 -0.446 -0.024 0.36
```

Summary:
LUMO energy   -0.071 Ha
Energy above the lowest of the compared OMol25 structures with the same formula, charge and spin   558.3 kJ/mol
HOMO level   -7.514 eV
Electronic energy   -27957.4925 eV